161
Properties=species:S:1:pos:R:3:forces:R:3 method="wB97M-V/def2-TZVPD" energy_ev=-202160.2592 max_force_ev_per_a=5.02 homo_lumo_gap_ev=8.936 smiles="CCB(O)[C@H]1[C@](CCCCOC(C)=O)(CCC(N)=O)OS(=O)(=O)[C@@H](C[C@H](C)Br)[C@]1(CCCOC)C[C@@H](C)F.C[N+](=O)[O-].C[N+](=O)[O-].C[N+](=O)[O-].C[N+](=O)[O-].C[N+](=O)[O-].C[N+](=O)[O-].C[N+](=O)[O-].C[N+](=O)[O-].C[N+](=O)[O-].C[N+](=O)[O-].C[N+](=O)[O-]" spin_multiplicity=1
C 2.525094 2.503690 -1.455104 0.095 0.063 -0.996
C 2.012801 1.089515 -1.886645 0.372 1.040 -0.167
B 2.063075 -0.082889 -0.815733 0.543 -0.733 -0.872
O 2.796654 -1.214887 -1.242280 -0.529 0.937 1.109
C 1.393259 -0.269723 0.624149 -1.163 -0.694 0.105
C 2.274629 0.079216 1.867989 0.895 -0.211 0.592
C 3.577145 0.879075 1.636766 0.889 0.088 0.259
C 4.904208 0.113595 1.497935 1.181 0.162 -0.445
C 5.297750 -0.319740 0.052914 0.478 0.961 0.717
C 6.814828 -0.093193 -0.177184 -0.100 -0.530 1.015
O 7.169094 -0.061094 -1.569236 -0.260 -0.540 -0.053
C 6.344008 -0.849656 -2.333033 0.295 0.016 0.054
C 6.502100 -2.369033 -2.221786 0.565 1.101 0.509
O 5.563792 -0.314154 -3.062939 -0.419 -0.198 -0.464
C 2.566302 -1.170961 2.762840 0.020 0.482 -0.011
C 3.165297 -2.392918 2.043438 -1.235 -0.636 -0.259
C 2.391839 -3.682173 2.393301 -0.024 -0.454 -0.403
N 2.077684 -4.609572 1.365551 1.333 1.080 -0.406
O 2.053362 -3.953416 3.518444 0.189 0.222 0.644
O 1.544504 0.892757 2.876865 -0.834 0.927 -1.408
S 0.796823 2.194104 2.311506 -1.502 3.779 2.949
O 0.056985 2.748122 3.457711 0.741 -1.785 -1.221
O 1.648517 3.252715 1.767351 -0.034 -2.363 -0.585
C -0.455706 1.579361 1.148025 0.084 -0.784 -0.902
C -0.704257 2.572112 -0.013178 -0.262 0.845 0.742
C -2.217298 2.837633 -0.291035 1.449 0.763 -0.875
C -2.328678 3.559909 -1.671467 -0.281 0.201 0.902
Br -2.817640 4.152611 1.081157 -0.240 -0.761 -0.003
C -0.149229 0.094479 0.751962 -0.218 -0.381 0.428
C -0.930391 -0.252486 -0.541515 -0.306 -0.401 -0.421
C -0.870648 -1.731230 -1.011454 0.200 0.253 -0.944
C -2.129967 -2.170726 -1.813143 1.145 -0.651 -0.338
O -2.756460 -1.077734 -2.448720 -0.348 -0.236 0.621
C -4.145188 -1.271528 -2.634139 -1.006 0.520 -0.546
C -0.735949 -0.831156 1.886444 -0.498 0.200 0.293
C -2.280831 -0.869491 1.999418 -0.094 -0.921 0.511
C -2.926480 -2.218904 1.570139 0.029 0.924 0.015
F -2.609297 -0.732326 3.369064 0.189 0.285 0.115
H 2.553228 3.118220 -2.374214 -0.045 -0.133 0.338
H 1.881615 3.044324 -0.755459 0.353 -0.339 0.188
H 3.575373 2.464383 -1.130198 -0.466 0.048 0.225
H 2.642905 0.831919 -2.760945 -0.172 -0.234 0.406
H 1.022271 1.249803 -2.352367 0.158 -0.338 0.410
H 3.503893 -0.916599 -1.825748 -0.156 -0.183 -0.594
H 1.274136 -1.371779 0.698568 0.414 0.397 -0.319
H 3.539807 1.634404 0.837676 -0.366 -0.420 0.058
H 3.733354 1.501173 2.535960 -0.321 -0.310 -0.195
H 5.055473 -0.687909 2.238059 -0.289 0.192 -0.338
H 5.689043 0.845519 1.771475 -0.659 -0.369 -0.027
H 4.806427 0.406938 -0.615478 0.017 -0.528 -0.004
H 4.999917 -1.356184 -0.145645 0.046 0.330 -0.210
H 7.129953 0.869198 0.242098 -0.249 -0.161 -0.308
H 7.407827 -0.851241 0.372724 -0.185 0.053 -0.387
H 7.087973 -2.696799 -3.088551 -0.369 -0.089 0.095
H 7.101460 -2.568282 -1.322496 -0.345 -0.262 -0.230
H 5.503487 -2.809258 -2.173663 0.317 -0.158 -0.156
H 1.612279 -1.404285 3.256798 0.336 -0.213 -0.202
H 3.250927 -0.846589 3.562279 -0.259 -0.040 -0.210
H 3.101432 -2.292281 0.948319 0.448 0.183 0.341
H 4.196939 -2.585923 2.367428 -0.193 0.031 -0.276
H 2.452808 -4.274423 0.480906 -0.206 -0.052 -0.037
H 2.540500 -5.497501 1.534438 -0.573 -0.220 0.341
H -1.395724 1.562385 1.722869 0.599 0.197 0.258
H -0.305128 3.551767 0.299548 0.050 -0.347 -0.268
H -0.195475 2.326833 -0.948646 -0.115 -0.286 0.327
H -2.821980 1.939310 -0.231800 -0.121 0.218 0.165
H -3.263653 3.310603 -2.185164 0.326 -0.101 0.003
H -1.431566 3.374250 -2.275367 -0.408 -0.196 -0.062
H -2.369038 4.636466 -1.461669 0.117 -0.266 -0.291
H -1.996643 0.021372 -0.462234 0.402 -0.096 0.364
H -0.614150 0.332605 -1.416885 0.082 -0.035 0.482
H -0.021849 -1.811700 -1.714445 -0.139 -0.049 0.396
H -0.695019 -2.486429 -0.238111 -0.043 0.317 0.039
H -2.795218 -2.766816 -1.173708 -0.175 0.509 -0.095
H -1.768856 -2.864792 -2.599588 -0.222 0.070 0.295
H -4.417179 -1.449544 -3.692858 0.520 0.121 0.732
H -4.691960 -0.363439 -2.321707 0.397 -0.200 0.068
H -4.567242 -2.106608 -2.054750 0.341 0.130 -0.038
H -0.407101 -1.875509 1.774441 0.120 0.384 -0.162
H -0.389522 -0.526055 2.885843 -0.011 0.135 -0.417
H -2.784821 -0.017927 1.521547 0.200 -0.233 -0.045
H -2.172888 -2.976981 1.334178 -0.259 0.168 -0.205
H -3.608964 -1.989600 0.748825 0.279 -0.506 -0.090
H -3.549380 -2.623215 2.379325 0.269 0.320 -0.098
C 6.612388 4.890347 0.488475 0.045 0.248 0.118
N 6.120282 3.493632 0.603778 -0.057 0.163 0.121
O 5.982377 3.029374 1.715111 0.051 0.188 0.039
O 5.881721 2.903198 -0.429698 -0.019 -0.008 -0.120
H 6.779603 5.286314 1.483058 0.010 -0.201 -0.006
H 7.539832 4.865612 -0.076440 -0.074 -0.002 -0.084
H 5.849959 5.462479 -0.033497 0.045 -0.093 -0.131
C -5.439310 -2.592861 -7.301995 -0.021 0.290 0.127
N -5.713825 -2.166172 -5.902780 0.120 -0.061 -0.197
O -6.478783 -1.236430 -5.730877 0.061 -0.110 -0.020
O -5.155701 -2.776249 -5.016257 -0.262 -0.261 -0.279
H -6.003322 -1.959897 -7.973899 -0.024 0.055 0.093
H -4.371342 -2.484624 -7.470740 -0.003 -0.122 0.042
H -5.745849 -3.626188 -7.390040 0.114 -0.049 0.132
C 0.132706 -5.794702 5.076407 0.054 0.054 0.188
N -0.319916 -7.209064 5.154496 -0.010 0.131 0.118
O -0.452004 -7.700920 6.255925 -0.019 -0.094 0.028
O -0.525979 -7.777526 4.103876 -0.010 -0.063 -0.063
H 0.275337 -5.421162 6.084317 -0.045 -0.088 0.016
H 1.063897 -5.775682 4.521370 -0.110 0.050 -0.130
H -0.639281 -5.232151 4.559572 0.081 -0.040 -0.130
C 4.602564 1.769055 5.941847 -0.059 0.222 0.055
N 5.336367 0.820830 5.063532 -0.079 0.165 -0.092
O 5.965893 1.279683 4.140957 0.152 0.025 0.047
O 5.238855 -0.363640 5.322134 -0.041 -0.111 0.082
H 4.777755 2.777127 5.582870 0.040 -0.064 -0.072
H 3.546943 1.514940 5.887520 0.030 -0.074 0.053
H 4.985141 1.641915 6.950729 -0.077 -0.101 -0.003
C -6.246029 2.389649 1.752590 -0.072 0.280 0.017
N -5.596336 1.361971 0.898853 -0.068 0.344 0.006
O -5.022171 1.743370 -0.096598 -0.044 -0.213 -0.123
O -5.681413 0.206129 1.258297 0.100 -0.093 -0.028
H -6.081981 3.363693 1.305316 0.066 -0.068 -0.047
H -7.305904 2.153489 1.796735 0.040 -0.086 0.060
H -5.788367 2.331476 2.736461 -0.043 -0.084 -0.006
C -3.561709 6.240056 -4.920745 -0.143 -0.137 -0.166
N -3.406950 6.471121 -3.460399 -0.095 -0.039 -0.044
O -4.177255 5.903446 -2.717789 -0.076 0.043 0.052
O -2.513975 7.214425 -3.115059 0.092 0.040 0.030
H -4.391747 5.560126 -5.077224 0.008 0.015 0.087
H -3.754604 7.202929 -5.384959 0.123 0.006 0.009
H -2.632341 5.809987 -5.283419 0.034 0.119 0.004
C -7.573553 0.320048 -3.438596 0.115 0.083 0.154
N -8.411398 1.508030 -3.123511 0.143 -0.092 0.093
O -7.897146 2.413260 -2.499457 -0.048 0.090 0.044
O -9.558727 1.490183 -3.514772 -0.098 0.038 -0.020
H -6.582751 0.477696 -3.029221 -0.044 0.074 0.016
H -8.049159 -0.544118 -2.983145 -0.058 -0.007 -0.120
H -7.535404 0.222087 -4.513996 -0.138 -0.037 0.003
C 7.111025 7.987174 4.079872 -0.045 0.250 0.018
N 7.793462 6.988769 3.214909 0.034 0.162 0.114
O 8.346291 7.397284 2.214624 -0.022 -0.139 -0.060
O 7.746939 5.829860 3.572728 0.011 0.023 -0.068
H 7.234957 8.969357 3.638016 0.042 -0.059 -0.050
H 6.060976 7.712565 4.129567 0.047 -0.083 0.086
H 7.575115 7.940454 5.060844 -0.078 -0.102 0.010
C -8.146529 -4.110169 -10.874520 -0.063 -0.258 -0.014
N -7.131704 -3.270523 -10.185197 -0.069 -0.139 -0.085
O -6.252667 -3.836450 -9.566111 -0.019 -0.154 -0.359
O -7.249858 -2.070296 -10.286175 0.039 0.102 0.030
H -7.912076 -5.153288 -10.695020 0.063 0.050 0.039
H -9.117976 -3.852682 -10.461981 0.017 0.099 -0.080
H -8.096945 -3.876574 -11.934126 -0.063 0.101 0.040
C -7.026807 -2.282058 2.743526 -0.106 0.291 -0.006
N -6.294968 -3.254607 1.891052 -0.073 0.102 -0.009
O -5.744775 -2.828452 0.898710 -0.203 -0.166 -0.157
O -6.296327 -4.411615 2.252171 0.045 -0.112 0.023
H -6.935141 -1.297213 2.299751 0.064 -0.099 -0.008
H -8.065275 -2.599470 2.781739 0.057 -0.116 0.098
H -6.572706 -2.307563 3.730330 -0.061 -0.103 0.007
C 4.534441 -3.609818 5.577781 -0.112 0.290 0.050
N 5.277617 -4.540802 4.688593 -0.153 0.115 0.176
O 5.938184 -4.056480 3.791776 0.028 -0.031 -0.203
O 5.170649 -5.725047 4.918582 0.040 -0.093 -0.056
H 4.724710 -2.593042 5.250021 0.047 -0.104 -0.010
H 3.478343 -3.854052 5.491721 0.074 -0.068 0.011
H 4.892259 -3.765264 6.591722 -0.013 -0.102 -0.021